Entry 1:
Here is a structure of composition C5H6DyFO4 from the OMol25 dataset. Energies are from the ωB97M-V functional and the def2-TZVPD basis.

Last column: Mulliken spin population.
Atoms and positions in Å:
O: -3.09665 1.09196 0.54637  0.145
C: -2.88254 0.60613 1.67617  0.037
H: -3.75274 0.36559 2.30340  0.022
H: 0.12431 -0.48002 0.35773  -0.020
C: -1.57742 0.48275 2.23718  0.633
H: -0.86352 1.27100 1.98900  0.034
H: -1.49564 0.02142 3.22293  0.038
C: 0.78484 -0.34076 -0.62434  -0.062
C: 1.48987 -1.50886 -1.27932  0.003
O: 2.73636 -0.93159 -1.67096  -0.048
C: 2.88232 0.27700 -1.15051  0.033
O: 1.73766 0.60748 -0.44708  -0.071
O: 3.82535 0.99118 -1.22481  -0.899
F: -0.19088 0.21719 -1.57200  -0.073
H: 0.95413 -1.88428 -2.15540  -0.001
H: 1.66862 -2.31415 -0.55818  0.001
Dy: -2.34408 1.52796 -1.65018  6.228

- Charge: +3
- E_HOMO (spin up / spin down): -0.777 / -0.822 Ha
- Maximum force: 9.198 eV Å⁻¹
- Spin multiplicity: 7
- LUMO (spin up / spin down): -17.25 / -13.11 eV

***

Entry 2:
Here is a cluster of 3 separate species, C21H29BF3N4O11 in total from the OMol25 dataset. Energies are from the ωB97M-V functional and the def2-TZVPD basis.

Last column: natural (NBO) charge in e.
Atoms and positions in Å:
C: 0.44867 -5.14897 2.11105  -0.244
O: -0.61627 -5.16268 1.14168  -0.714
B: -1.47629 -4.16746 0.90896  1.293
O: -2.24387 -3.45519 1.77728  -0.910
N: -1.77739 -3.89560 -0.60594  -0.605
C: -0.77633 -4.50648 -1.55377  -0.207
C: 0.62913 -3.91873 -1.37718  -0.436
C: 1.36469 -3.70178 -2.71172  -0.405
C: 2.34986 -2.52691 -2.69137  -0.210
N: 3.21664 -2.53109 -1.50767  -0.717
C: 2.81311 -1.78068 -0.34193  0.576
N: 2.36888 -0.58590 -0.33258  -0.665
N: 2.98102 -2.46199 0.88733  -0.834
C: -2.01461 -2.43367 -0.90022  -0.248
C: -3.49571 -2.22367 -1.21614  -0.006
O: -4.34978 -2.66973 -0.19862  -0.686
C: -3.75606 -0.75796 -1.58992  0.956
F: -4.83447 -0.62369 -2.32759  -0.290
F: -2.72088 -0.24184 -2.26718  -0.321
F: -3.90051 -0.03764 -0.48541  -0.315
H: 1.39859 -5.18910 1.56669  0.200
H: 0.35361 -6.02665 2.75359  0.223
H: 0.41123 -4.24775 2.73505  0.181
H: -1.81851 -2.95085 2.48363  0.534
H: -2.67743 -4.35421 -0.79566  0.455
H: -0.80314 -5.58974 -1.40098  0.242
H: -1.16412 -4.30395 -2.56036  0.213
H: 1.21443 -4.61806 -0.76648  0.235
H: 0.57752 -2.97330 -0.81741  0.206
H: 1.87381 -4.62594 -3.01761  0.225
H: 0.62592 -3.48957 -3.50146  0.202
H: 1.79140 -1.58256 -2.81198  0.174
H: 2.99711 -2.60439 -3.57345  0.224
H: 4.16653 -2.29584 -1.77319  0.403
H: 2.29888 -0.21866 -1.28205  0.344
H: 2.12812 -2.89158 1.22104  0.365
H: 3.69830 -3.17374 0.80923  0.382
H: -1.41692 -2.14854 -1.77170  0.249
H: -1.68483 -1.84013 -0.04268  0.238
H: -3.76611 -2.82803 -2.09720  0.210
H: -4.17551 -2.20808 0.63740  0.496
C: 4.72386 3.01993 2.71143  -0.392
C: 4.35429 4.21808 3.18335  0.325
C: 3.01473 4.83934 2.84500  0.476
O: 2.78812 5.92495 3.34753  -0.537
C: 2.11150 4.12378 1.97090  -0.403
C: 2.48255 2.92398 1.49261  0.332
C: 3.82025 2.29463 1.84567  0.471
O: 4.06230 1.19932 1.37504  -0.542
O: 1.72190 2.20229 0.67608  -0.663
O: 5.09645 4.97129 3.97764  -0.623
H: 5.67723 2.56920 2.94838  0.242
H: 1.16670 4.58947 1.72587  0.260
H: 2.17759 1.36352 0.43696  0.528
H: 4.57150 5.77764 4.15904  0.511
C: -2.95911 5.66276 -1.76364  -0.403
C: -1.82904 6.02013 -1.13235  0.343
C: -1.51106 5.56909 0.28198  0.479
O: -0.44824 5.94747 0.74120  -0.551
C: -2.46641 4.75065 0.98997  -0.404
C: -3.59961 4.40732 0.36256  0.339
C: -3.90584 4.83120 -1.06308  0.473
O: -4.95976 4.42110 -1.51991  -0.545
O: -4.56147 3.67495 0.89943  -0.629
O: -0.88869 6.77941 -1.66354  -0.618
H: -3.19080 5.97494 -2.77200  0.250
H: -2.24182 4.45389 2.00481  0.246
H: -5.25712 3.60725 0.21177  0.510
H: -0.18866 6.87479 -0.98615  0.512

- Charge: +1
- E_HOMO: -0.399 Ha
- Maximum force: 1.029 eV Å⁻¹
- LUMO: -3.01 eV

***

Entry 3:
Here is a cluster of 8 separate species, C14H44N10O8 in total from the OMol25 dataset. Energies are from the ωB97M-V functional and the def2-TZVPD basis.

Last column: Löwdin charge in e.
Atoms and positions in Å:
C: 2.62992 1.30179 3.15250  -0.783
O: 1.42956 1.41035 3.32878  0.032
N: 3.13473 0.23813 2.61888  0.193
N: 3.51156 2.17971 3.56813  0.160
H: 2.42310 -0.40879 2.31035  0.109
H: 4.11370 0.36177 2.40337  0.116
H: 4.41636 1.88517 3.90678  0.110
H: 3.13904 3.00497 4.01565  0.116
C: -3.08132 -0.64123 -3.91844  -0.843
O: -3.91289 -1.47951 -3.76497  0.044
N: -2.46608 -0.47043 -5.01711  0.187
N: -2.86842 0.27726 -2.99269  0.155
H: -2.00494 0.42793 -5.03686  0.090
H: -2.62719 -1.13961 -5.75626  0.131
H: -2.06115 0.88289 -2.95241  0.076
H: -3.49518 0.28220 -2.20069  0.115
C: 1.48467 -4.38863 -2.28069  -0.748
O: 1.52537 -5.24378 -1.40847  0.022
N: 2.50148 -3.86065 -2.93230  0.164
N: 0.32544 -4.01636 -2.85948  0.172
H: 3.41498 -4.20027 -2.66720  0.118
H: 2.54369 -3.28071 -3.75812  0.117
H: -0.28646 -4.40952 -2.15870  0.102
H: 0.19520 -3.20393 -3.44524  0.111
C: 1.12805 1.62946 -3.90967  -0.764
O: 0.14443 1.29871 -4.58349  0.021
N: 2.21161 2.18718 -4.39048  0.153
N: 1.07083 1.95690 -2.70485  0.179
H: 2.30313 2.49504 -5.34806  0.124
H: 3.02666 2.38070 -3.82627  0.112
H: 0.09972 2.13040 -2.48822  0.129
H: 1.84566 2.52857 -2.39998  0.126
C: 0.13490 -3.94754 1.94881  -0.870
O: 1.22837 -3.90242 2.53061  0.028
N: -0.02238 -4.44077 0.80494  0.181
N: -0.96932 -3.61474 2.43386  0.184
H: 0.75043 -4.84357 0.29444  0.082
H: -0.93022 -4.72812 0.46825  0.122
H: -1.74473 -4.13829 2.05341  0.128
H: -0.91723 -3.19506 3.35107  0.141
C: 1.89192 5.10486 1.49706  -0.062
C: 0.39451 4.77880 1.34406  -0.441
C: 0.12127 3.64291 0.29257  -0.055
O: 0.11424 4.11482 2.50477  -0.080
H: 2.56994 4.25875 1.60879  0.064
H: 2.15663 5.73804 2.34389  0.076
H: 2.22064 5.67530 0.62836  0.066
H: -0.25196 5.65473 1.28988  0.141
H: 0.07778 4.08460 -0.70298  0.056
H: -0.75635 3.00204 0.37723  0.073
H: 0.91375 2.93527 0.04903  0.048
H: 0.43549 3.21324 2.57939  0.050
C: 1.71609 -1.20903 -0.90731  -0.061
C: 0.64920 -0.40614 -0.26587  -0.463
C: -0.76193 -0.53396 -0.83507  -0.046
O: 0.53557 -0.96080 1.02868  -0.073
H: 2.75446 -1.07348 -0.60481  0.084
H: 1.75085 -1.05887 -1.98637  0.064
H: 1.66864 -2.28139 -0.71792  0.069
H: 0.91471 0.64779 -0.18324  0.112
H: -0.66995 -0.47202 -1.91941  0.051
H: -1.51877 0.19995 -0.55818  0.064
H: -1.28841 -1.46245 -0.61412  0.087
H: 0.12556 -1.82846 1.00337  0.045
C: -4.23763 -0.78446 2.52258  -0.065
C: -2.93227 -0.45781 3.23893  -0.490
C: -2.39896 1.04929 2.91651  -0.019
O: -3.14615 -0.78974 4.56153  -0.036
H: -5.17391 -0.47158 2.98475  0.080
H: -4.20397 -1.86722 2.40171  0.072
H: -4.11285 -0.29381 1.55729  0.067
H: -2.16605 -1.05073 2.73948  0.105
H: -2.18741 1.17482 1.85463  0.046
H: -1.44434 1.06528 3.44239  0.065
H: -3.14691 1.78292 3.21729  0.071
H: -3.95850 -0.42668 4.92191  0.092

- Structure (SMILES): NC(N)=O.NC(N)=O.NC(N)=O.NC(N)=O.NC(N)=O.CC(C)O.CC(C)O.CC(C)O
- Energy relative to the best compared isomer or geometry (same formula, charge and spin): 629.7 kJ/mol
- E_HOMO: -0.340 Ha
- Maximum force: 8.114 eV Å⁻¹
- LUMO: -0.08 eV

***

Entry 4:
Here is the molecule C3H6N2O from the OMol25 dataset. Energies are from the ωB97M-V functional and the def2-TZVPD basis.

Last column: natural (NBO) charge in e.
Atoms and positions in Å:
C: 1.83465 -0.72908 -1.12623  -0.442
N: 1.18035 -0.27295 0.08796  -0.454
C: -0.03488 0.05384 -0.00783  0.273
N: -0.75747 0.48082 1.09815  -0.621
C: -2.10481 0.74601 1.09069  0.538
O: -2.73920 1.09469 2.05873  -0.567
H: 1.30431 -1.57721 -1.57652  0.190
H: 1.91163 0.06752 -1.87463  0.194
H: 2.84691 -1.05862 -0.88499  0.208
H: -0.62335 0.04563 -0.93526  0.149
H: -0.26193 0.54829 1.97925  0.422
H: -2.55622 0.60105 0.09069  0.109

- Structure (SMILES): C/N=C/NC=O
- Energy relative to the best compared isomer or geometry (same formula, charge and spin): 94.2 kJ/mol
- E_HOMO: -0.358 Ha
- Maximum force: 0.534 eV Å⁻¹
- LUMO: 0.96 eV